# 1
DFT (wB97M-V/def2-TZVPD) results for a 10-piece molecular cluster, C51H106O9S3 overall.

Its charge is 0. The value obtained for the highest occupied orbital energy is -9.327 eV. For the LUMO energy, the calculation gives 0.47 eV. For the energy, the calculation gives -3878.4204 hartree. The energy relative to the best compared isomer or geometry (same formula, charge and spin) comes out at 144.58 kJ/mol. As for the SMILES: CCOS(C)(=O)=O.CCOS(C)(=O)=O.CCOS(C)(=O)=O.c1ccccc1.c1ccccc1.CCCCCC.CCCCCC.CCCCCC.CCCCCC.CCCCCC.

Each line ends with the Mulliken charge.
Atoms and positions in Å:
1 C 1.5269 0.1503 0.5996  0.3162
2 C 0.6038 -0.9442 0.1485  -0.2429
3 O -0.6802 -0.4047 -0.1866  0.3913
4 S -1.2144 -0.7102 -1.6788  0.3055
5 C -0.2872 0.4874 -2.6387  -1.2661
6 O -0.8807 -2.0835 -1.9915  -0.4703
7 O -2.5986 -0.2998 -1.7496  -0.3125
8 H 1.0910 0.6905 1.4372  -0.3351
9 H 1.7583 0.8557 -0.2009  -0.0519
10 H 2.4673 -0.3173 0.8993  0.0224
11 H 1.0985 -1.4979 -0.6554  0.0468
12 H 0.5320 -1.7105 0.9248  0.2054
13 H -0.6788 1.4326 -2.2648  0.1645
14 H -0.6413 0.3613 -3.6596  0.6090
15 H 0.7743 0.3968 -2.4328  0.4075
16 C -5.3823 0.0675 -3.4129  -0.5343
17 C -5.1533 -1.1772 -4.2291  -0.3313
18 O -4.8586 -0.9577 -5.6097  -0.4611
19 S -3.2835 -0.9180 -6.0193  0.9719
20 C -3.1114 -2.7270 -6.2353  -0.7565
21 O -3.1008 -0.3354 -7.3163  -0.6288
22 O -2.5281 -0.4221 -4.8963  -0.1569
23 H -4.4905 0.3830 -2.8698  -0.0608
24 H -6.1968 -0.0872 -2.6934  0.2055
25 H -5.7993 0.9907 -3.8328  0.3944
26 H -4.3745 -1.7662 -3.7323  0.1631
27 H -5.9980 -1.8579 -4.1002  0.5413
28 H -3.4799 -3.2399 -5.3529  0.3183
29 H -2.0469 -2.9268 -6.3356  0.0378
30 H -3.6608 -2.9114 -7.1519  0.4204
31 C -3.0244 4.5013 -1.5503  -1.3526
32 C -3.1201 3.6294 -2.7852  0.5594
33 O -2.3908 4.2317 -3.8329  -0.3327
34 S -2.0843 3.4990 -5.2655  1.0554
35 C -3.6846 2.7408 -5.5864  -0.4227
36 O -1.8493 4.4903 -6.2598  -0.6580
37 O -1.0880 2.5169 -4.9627  -0.4481
38 H -3.1038 5.5697 -1.7605  0.4163
39 H -2.1293 4.3229 -0.9571  0.1336
40 H -3.8607 4.3397 -0.8637  0.4102
41 H -2.6447 2.6595 -2.5760  -0.0917
42 H -4.1650 3.4024 -3.0183  0.2818
43 H -3.6482 2.1895 -6.5247  0.3812
44 H -4.3909 3.5432 -5.7934  0.3790
45 H -3.8699 2.1507 -4.6950  -0.3130
46 C 0.6813 -3.2924 -5.3785  -0.5322
47 C 0.0950 -4.5178 -5.6054  -0.3880
48 C 0.1541 -5.4799 -4.5898  -0.4417
49 C 0.8781 -5.2366 -3.4405  -0.5463
50 C 1.4428 -3.9862 -3.2152  -0.4613
51 C 1.2593 -2.9668 -4.1408  -0.1952
52 H 0.5703 -2.5267 -6.1400  0.3899
53 H -0.4603 -4.7305 -6.5092  0.5161
54 H -0.3143 -6.4441 -4.7426  0.4056
55 H 0.9471 -6.0790 -2.7634  0.3672
56 H 1.9095 -3.6715 -2.2897  0.4127
57 H 1.7033 -1.9913 -4.0043  0.4820
58 C 5.0799 3.8018 1.7864  -0.5316
59 C 4.6712 5.1170 1.8835  -0.5083
60 C 3.7372 5.6619 1.0147  -0.8404
61 C 3.0523 4.8131 0.1599  -0.1923
62 C 3.5594 3.5316 -0.0379  0.3151
63 C 4.6066 3.0355 0.7150  -0.5981
64 H 5.9095 3.4386 2.3785  0.3655
65 H 5.1716 5.7791 2.5826  0.3552
66 H 3.3736 6.6698 1.1720  0.4387
67 H 2.2057 5.2035 -0.3902  0.4662
68 H 3.1464 2.9559 -0.8593  0.1351
69 H 5.0352 2.0585 0.5346  0.5443
70 C -0.3514 -1.1848 4.3436  -0.8731
71 C 1.1797 -1.3284 4.1844  -0.1724
72 C 1.6370 -2.7501 4.5609  -0.0372
73 C 1.7083 -3.0213 6.0632  -0.8331
74 C 2.1931 -4.4362 6.4138  0.3922
75 C 2.7236 -4.4947 7.8369  -1.4772
76 H -0.8710 -1.4026 3.4108  0.2383
77 H -0.5714 -0.1862 4.7195  0.0845
78 H -0.7200 -1.9038 5.0766  0.4688
79 H 1.4985 -1.0293 3.1895  -0.0265
80 H 1.6696 -0.7306 4.9563  0.3893
81 H 2.6488 -2.9726 4.2019  -0.3237
82 H 1.0314 -3.5421 4.1056  0.3124
83 H 2.3792 -2.3154 6.5680  0.3353
84 H 0.7494 -2.8555 6.5692  0.3279
85 H 1.3638 -5.1342 6.3027  0.3277
86 H 3.0387 -4.6268 5.7475  -0.2813
87 H 2.9356 -5.5031 8.1908  0.3790
88 H 3.5867 -3.8409 7.9843  0.3600
89 H 2.0002 -4.0804 8.5508  0.4131
90 C -3.7939 -3.2702 0.0984  -1.2224
91 C -4.7872 -2.1647 0.3836  0.0068
92 C -6.2212 -2.5829 -0.0342  -0.5005
93 C -7.1484 -1.4130 0.3126  -0.6230
94 C -8.6233 -1.5899 -0.0895  -0.5448
95 C -9.4132 -2.7250 0.6001  -1.1677
96 H -3.8148 -3.5448 -0.9588  0.2132
97 H -4.0424 -4.1906 0.6369  0.4832
98 H -2.7663 -3.0423 0.3880  0.1859
99 H -4.8342 -1.9370 1.4505  0.3962
100 H -4.5385 -1.2575 -0.1670  0.0029
101 H -6.5245 -3.5413 0.3891  0.4758
102 H -6.2681 -2.7208 -1.1199  0.1231
103 H -7.1330 -1.0960 1.3605  0.4630
104 H -6.7719 -0.5256 -0.2050  0.1754
105 H -9.1260 -0.6238 -0.0294  0.4302
106 H -8.6435 -1.8680 -1.1500  0.2214
107 H -8.7870 -3.6088 0.7179  0.2802
108 H -9.7780 -2.4115 1.5796  0.2946
109 H -10.2909 -3.0082 0.0203  0.3592
110 C 6.6469 -6.5858 5.2362  -1.4350
111 C 5.6071 -5.7257 4.4722  0.0508
112 C 6.2259 -4.7976 3.4389  -0.8569
113 C 5.1505 -3.9902 2.6802  -0.1995
114 C 5.6436 -3.4518 1.3151  -0.7580
115 C 4.7330 -2.3903 0.7222  -1.2185
116 H 7.1550 -6.0636 6.0475  0.3305
117 H 7.3929 -7.0270 4.5769  0.3494
118 H 6.0514 -7.3480 5.7449  0.3865
119 H 4.8694 -6.3918 4.0295  0.4285
120 H 5.1358 -5.1408 5.2675  -0.0962
121 H 6.7096 -5.4254 2.6789  0.3637
122 H 7.0027 -4.1328 3.8170  0.3216
123 H 4.2979 -4.6282 2.4410  0.3553
124 H 4.9110 -3.1179 3.2945  0.2332
125 H 6.6766 -3.1420 1.4944  0.3869
126 H 5.6671 -4.3220 0.6544  0.3817
127 H 4.6378 -1.4543 1.2780  0.3113
128 H 5.0891 -2.0316 -0.2490  0.4048
129 H 3.7360 -2.7931 0.5293  0.2582
130 C 6.4994 6.4581 -1.9886  -1.2677
131 C 5.1967 6.7437 -2.7439  -0.4562
132 C 4.5398 5.5101 -3.3132  -0.1569
133 C 3.0495 5.5841 -3.7151  -1.1567
134 C 2.2240 4.2860 -3.5398  0.4920
135 C 3.0009 3.0261 -3.8680  -1.3309
136 H 6.3431 5.7508 -1.1679  0.2157
137 H 6.8783 7.3891 -1.5684  0.3982
138 H 7.2630 5.9649 -2.5953  0.3403
139 H 4.5358 7.2058 -2.0012  0.2589
140 H 5.3832 7.5021 -3.5102  0.3787
141 H 4.6497 4.7507 -2.5291  -0.0344
142 H 5.0634 5.1709 -4.2110  0.4246
143 H 2.6240 6.4564 -3.2094  0.4274
144 H 3.1039 5.8751 -4.7684  0.3903
145 H 1.7768 4.1704 -2.5498  -0.0757
146 H 1.4215 4.3921 -4.2706  0.2319
147 H 3.7709 2.6309 -3.2027  0.3062
148 H 2.3400 2.1647 -4.0157  0.2201
149 H 3.4824 3.1656 -4.8421  0.4352
150 C -3.1358 1.7312 5.7107  -1.0387
151 C -3.6516 3.0281 5.1233  -0.5509
152 C -2.7230 3.6176 4.0496  -0.7031
153 C -2.7581 2.7822 2.7474  -0.6079
154 C -1.6922 3.1050 1.7019  0.5280
155 C -0.2235 2.9856 2.1810  -0.9488
156 H -2.2616 1.8269 6.3523  0.3054
157 H -2.9509 0.9456 4.9721  0.1892
158 H -3.9254 1.3012 6.3369  0.3764
159 H -4.6947 3.0256 4.8159  0.3678
160 H -3.5408 3.7276 5.9614  0.2950
161 H -1.6898 3.6456 4.4195  0.3321
162 H -2.8778 4.6686 3.7913  0.3870
163 H -2.7708 1.7097 2.9327  0.2467
164 H -3.6745 3.1639 2.2843  0.2528
165 H -1.8222 2.4244 0.8582  -0.2634
166 H -1.8151 4.1452 1.3898  0.2340
167 H 0.5196 3.0960 1.3893  0.2422
168 H -0.0155 3.8229 2.8500  0.4954
169 H -0.0727 2.0189 2.6621  -0.1037


# 2
DFT (wB97M-V/def2-TZVPD) results for C26H38BBeBrCl8FMgNNaO5 as an isolated structure.

Its charge is +1. The value obtained for the highest occupied orbital energy is -8.629 eV. For the LUMO energy, the calculation gives -6.05 eV. For the energy, the calculation gives -8200.2466 hartree.

Each line ends with the Mulliken charge.
Atoms and positions in Å:
1 C -2.3014 -5.8635 4.2218  -0.8822
2 C -1.6237 -5.3228 2.8073  0.4983
3 Cl -0.5842 -6.6173 1.9799  -0.2195
4 C -2.7820 -4.7673 1.7407  -0.3520
5 B -2.1983 -3.2852 1.2141  0.2350
6 C -2.7598 -2.9721 -0.3200  -0.5827
7 C -1.6044 -3.0265 -1.4811  -0.0052
8 O -1.7679 -3.9381 -2.4803  -0.5800
9 C -0.2590 -2.0950 -1.5744  0.7494
10 C -0.2331 -0.4378 -1.5377  -0.5101
11 C 1.2162 0.3797 -1.6844  0.1561
12 C 2.6516 -0.4582 -1.8743  0.1474
13 C 2.6118 -2.1218 -1.9206  -0.6736
14 C 1.1851 -2.9174 -1.7632  -0.1579
15 H -3.4742 -5.9256 4.1735  0.2640
16 H -1.9642 -5.1192 5.0788  0.2172
17 H -1.8020 -6.9088 4.4503  0.2824
18 H -0.9084 -4.4299 3.1141  -0.0107
19 H -2.9231 -5.5355 0.8544  -0.1238
20 H -3.8239 -4.6352 2.2812  0.1986
21 H -2.5004 -2.4029 1.9562  -0.2763
22 H -1.0321 -3.4061 1.1350  -0.3165
23 H -3.4099 -1.9866 -0.3737  0.1496
24 H -3.5241 -3.8589 -0.5543  0.2421
25 H -1.2352 0.1858 -1.4077  0.3374
26 H 1.2860 1.5694 -1.6923  0.0390
27 H 3.6739 0.1014 -1.9780  0.0257
28 H 3.6030 -2.7263 -2.0858  0.3811
29 H 1.1496 -4.0975 -1.7811  0.4265
30 C -0.5409 0.3934 2.6431  -0.5797
31 C -1.2322 1.7378 2.8417  -0.8995
32 C -0.6981 2.8460 1.9286  -0.4230
33 N 0.4371 3.6974 2.5397  0.4254
34 C 1.5896 2.8441 3.0394  -1.6168
35 C 0.9627 4.6699 1.4561  -0.3463
36 C 0.1150 5.9092 1.6330  -0.7812
37 C 0.0228 6.0414 3.1362  -0.6762
38 C -0.0990 4.6188 3.6618  -0.4278
39 H 0.4669 0.3802 3.0571  0.2141
40 H -1.1079 -0.3976 3.1464  0.5412
41 H -0.4753 0.1343 1.5819  -0.5322
42 H -1.2084 2.0216 3.8990  0.5425
43 H -2.2892 1.5870 2.5865  0.1149
44 H -1.5090 3.5448 1.6919  0.3737
45 H -0.3235 2.4302 0.9858  0.5101
46 H 1.9038 2.1822 2.2279  0.7844
47 H 1.2541 2.2794 3.9132  0.0791
48 H 2.4120 3.5013 3.3360  0.7194
49 H 2.0139 4.8870 1.6762  0.5022
50 H 0.8815 4.2082 0.4681  0.0813
51 H -0.8787 5.7699 1.1925  0.3454
52 H 0.5706 6.7874 1.1663  0.4207
53 H -0.8236 6.6635 3.4435  0.3826
54 H 0.9344 6.5064 3.5311  0.3127
55 H -1.1411 4.3525 3.8666  0.3117
56 H 0.4989 4.4688 4.5662  0.3026
57 Mg 0.6164 -1.3232 1.1059  0.7686
58 F 0.5317 0.9598 -6.5693  -0.2868
59 C -0.5496 0.1775 -6.4538  0.2852
60 C -0.5144 -0.9161 -5.5957  -0.4835
61 C -1.6418 -1.7280 -5.4712  -0.6504
62 C -2.7893 -1.4431 -6.2154  -0.4329
63 C -2.8131 -0.3460 -7.0778  -0.3655
64 C -1.6895 0.4720 -7.1936  -0.4848
65 H 0.3886 -1.1267 -5.0320  0.5623
66 H -1.6270 -2.5809 -4.7972  0.6821
67 H -3.6669 -2.0792 -6.1213  0.6125
68 H -3.7060 -0.1287 -7.6590  0.4126
69 H -1.6938 1.3340 -7.8524  0.4292
70 C 3.7334 3.5189 -2.7247  0.2809
71 Cl 2.7642 4.1593 -1.3738  -0.1171
72 Cl 5.0320 2.4806 -2.0842  0.0073
73 Cl 2.6876 2.5634 -3.8053  -0.0567
74 Cl 4.4498 4.8722 -3.6355  -0.0777
75 Cl -3.2566 -5.9920 -0.8921  -0.3958
76 Br -3.3204 -3.2594 -4.9362  0.0067
77 Na 1.8831 1.0814 4.5304  0.6993
78 O 5.2027 0.2565 -0.1175  -0.6020
79 Cl 5.3153 -0.5567 1.0777  1.6939
80 O 4.1151 -0.4087 1.8780  -0.4488
81 O 6.4660 -0.1269 1.8483  -0.6636
82 O 5.4774 -1.9479 0.7024  -0.6553
83 Cl 4.7076 0.0100 3.8597  -0.4299
84 Be -2.5046 0.6317 0.8915  0.3695


# 3
DFT (wB97M-V/def2-TZVPD) results for a 3-piece molecular cluster, C24H52N2O3P overall.

Its charge is -1. The value obtained for the highest occupied orbital energy (alpha / beta) is -3.202 / -3.202 eV. For the LUMO energy (alpha / beta), the calculation gives 2.01 / 1.65 eV. For the energy, the calculation gives -1621.9682 hartree. As for the spin multiplicity: 3.

Each line ends with the Mulliken spin population.
Atoms and positions in Å:
1 C 1.8143 -3.6947 -0.8479  0.0010
2 C 1.9834 -4.7677 -0.0630  0.0001
3 P 3.6550 -5.4171 0.6371  -0.0002
4 C 3.4747 -4.4579 2.2975  0.0000
5 C 2.5732 -5.1419 3.3392  0.0000
6 C 3.3899 -5.8275 4.4384  0.0000
7 C 3.7953 -4.8497 5.5281  0.0000
8 O 4.5991 -5.4785 6.5377  0.0000
9 H 2.5219 -2.8787 -0.9351  -0.0006
10 H 0.9025 -3.6144 -1.4393  0.0000
11 H 1.0876 -5.3467 0.1734  0.0000
12 H 4.3734 -4.2427 0.0847  0.0000
13 H 4.9689 -5.9842 1.0632  0.0000
14 H 2.9612 -6.6036 1.1851  0.0000
15 H 3.8096 -6.1152 -0.6527  0.0000
16 H 3.1019 -3.4585 2.0747  0.0000
17 H 4.4826 -4.3663 2.7119  0.0000
18 H 1.8933 -5.8508 2.8697  0.0000
19 H 1.9805 -4.3652 3.8351  0.0000
20 H 2.8270 -6.6280 4.9210  0.0000
21 H 4.3012 -6.2474 4.0071  0.0000
22 H 2.9048 -4.4969 6.0408  0.0000
23 H 4.3505 -4.0195 5.0922  0.0000
24 H 5.3642 -5.8283 6.0861  0.0000
25 C -1.3948 0.4120 -2.4082  0.0296
26 C 0.1549 0.4906 -2.3605  0.0040
27 C 0.6352 1.9505 -2.3430  0.0179
28 C 0.6823 2.6544 -3.7018  -0.0196
29 C 1.3477 1.7745 -4.7582  0.0316
30 C 0.7030 0.3938 -4.8491  0.0133
31 N 0.7438 -0.2595 -3.5086  0.3584
32 O 1.9298 -0.6833 -3.2418  0.5736
33 C -0.7323 0.5337 -5.3816  0.0170
34 C 1.4439 -0.4797 -5.8518  -0.0051
35 C 0.5763 -0.1579 -1.0460  -0.0358
36 H -1.7528 -0.2646 -3.1810  -0.0206
37 H -1.7917 0.0164 -1.4736  0.0048
38 H -1.8545 1.3892 -2.5739  0.0041
39 H 1.6416 1.9768 -1.9152  0.0012
40 H -0.0037 2.5157 -1.6599  0.0203
41 H -0.3223 2.9467 -4.0207  0.0002
42 H 1.2457 3.5840 -3.5987  0.0015
43 H 1.3013 2.2549 -5.7386  0.0007
44 H 2.4094 1.6622 -4.5191  0.0043
45 H -1.2210 -0.4398 -5.4394  -0.0071
46 H -0.6986 0.9541 -6.3875  0.0000
47 H -1.3606 1.1925 -4.7882  0.0008
48 H 2.4994 -0.5777 -5.6087  0.0001
49 H 1.3639 -0.0342 -6.8442  0.0006
50 H 1.0084 -1.4789 -5.8894  -0.0014
51 H 0.3372 -1.2213 -1.0191  0.0063
52 H 0.0422 0.3343 -0.2305  0.0001
53 H 1.6407 -0.0491 -0.8497  0.0015
54 C -5.1895 3.5533 1.6721  0.0222
55 C -3.9817 3.4574 0.6988  -0.0039
56 C -3.4899 2.0095 0.5603  0.0435
57 C -2.5721 1.5000 1.6744  -0.0173
58 C -1.4781 2.5148 1.9958  0.0358
59 C -2.0460 3.8965 2.3072  0.0103
60 N -2.8802 4.3574 1.1562  0.3962
61 O -2.1422 4.7440 0.1735  0.5329
62 C -2.8498 3.8373 3.6156  0.0116
63 C -0.9237 4.8975 2.5434  -0.0106
64 C -4.4829 3.9165 -0.6656  -0.0116
65 H -5.0498 4.3360 2.4143  -0.0112
66 H -6.1012 3.8149 1.1364  0.0016
67 H -5.3757 2.6172 2.2001  -0.0004
68 H -2.9404 1.9176 -0.3810  -0.0107
69 H -4.3572 1.3516 0.4767  0.0032
70 H -3.1489 1.2546 2.5703  0.0005
71 H -2.1102 0.5652 1.3512  0.0007
72 H -0.8815 2.1742 2.8442  0.0019
73 H -0.7914 2.5879 1.1466  0.0035
74 H -3.2817 4.8110 3.8521  -0.0072
75 H -2.1802 3.5596 4.4296  0.0003
76 H -3.6517 3.1044 3.6078  0.0015
77 H -0.2411 4.9558 1.6986  0.0017
78 H -0.3511 4.5931 3.4191  0.0004
79 H -1.3267 5.8945 2.7288  0.0000
80 H -4.7665 4.9698 -0.6489  -0.0022
81 H -5.3604 3.3257 -0.9285  0.0005
82 H -3.7386 3.7739 -1.4462  0.0036


Q: The highest charge belongs to which entry?
A: C26H38BBeBrCl8FMgNNaO5


Q: The highest energy belongs to which entry?
A: C24H52N2O3P


Q: What is the formula in the third record?
A: C24H52N2O3P


Q: The lowest charge belongs to which entry?
A: C24H52N2O3P